(1)
The following is a DFT calculation (wB97M-V/def2-TZVPD) of a cluster of 9 separate species, C35H62O19S6 in total in a non-equilibrium geometry.

CARTESIAN COORDINATES (ANGSTROEM)
C1 8.25380 27.70603 18.20405
H1 7.79114 28.10769 19.11009
O1 1.92510 24.10526 21.52545
C2 -1.96694 24.03755 20.83980
H2 0.36025 21.66236 19.55080
O2 -1.80686 24.80987 18.32777
H3 0.35862 20.92164 13.53998
H4 -3.95441 28.04100 18.15647
H5 -1.65332 23.04036 20.52385
H6 8.00973 21.53866 21.81676
H7 -2.57288 28.10595 20.19590
H8 -1.07752 24.62025 21.06200
C3 -0.04080 29.05099 21.05466
H9 8.76413 26.79143 18.50361
S1 1.67776 20.17878 15.43655
H10 9.13780 20.93614 16.38128
H11 0.10916 16.43724 15.98897
H12 1.37017 24.85547 17.33009
H13 3.62818 23.70128 17.49395
H14 -1.01165 29.29396 13.24275
O3 6.27783 20.32164 21.62010
H15 5.92713 21.02445 18.62041
H16 0.22791 19.92741 19.27461
O4 5.68248 22.72562 21.65661
H17 9.53971 19.62811 21.95688
O5 -3.94049 18.51618 17.50019
C4 8.57062 19.47809 21.48382
H18 -2.36485 31.08209 22.44839
O6 5.59427 25.94625 16.27085
H19 -0.94344 29.07696 22.99260
C5 6.13850 20.27590 14.99867
S2 6.27782 26.20335 17.50798
C6 7.62599 20.52771 21.98167
H20 -0.97635 20.68397 20.23836
C7 1.41796 23.96920 17.96386
H21 -5.62361 20.79168 17.80691
H22 7.79184 19.07696 15.30247
H23 4.98824 26.25022 19.55170
C8 -2.92399 27.67987 18.08160
C9 -0.58416 28.36072 15.12342
H24 0.82056 23.20482 17.46663
O7 0.82340 24.11899 19.26705
O8 -3.15450 26.17773 20.02649
O9 7.20219 27.52839 17.23351
C10 -1.23101 20.96815 18.12655
C11 -0.91920 28.35351 13.76420
O10 4.11605 21.11492 20.59284
H25 -0.77070 25.05711 15.78545
S3 -3.47176 19.86557 17.30204
C12 5.14937 26.93856 18.72891
C13 -1.60490 31.29856 20.50663
C14 8.15775 21.16447 15.97502
H26 7.67467 20.42273 23.07458
H27 6.12267 22.78157 18.93542
H28 5.52198 27.92296 19.00324
H29 0.58044 28.16993 21.12975
H30 -2.33493 28.49435 17.66531
C15 6.20984 22.50983 15.74952
H31 4.42468 21.55153 15.08419
H32 2.83423 22.48762 18.51456
H33 8.77757 29.31198 16.94570
C16 6.32476 21.77828 19.29667
O11 1.91824 26.24233 20.25263
O12 0.50347 19.14637 15.83792
H34 8.70346 19.41235 20.39475
C17 -1.65242 30.68001 21.73781
O13 2.15349 20.80504 16.64217
C18 7.43376 20.08921 15.43887
H35 -4.60939 20.66763 19.20439
C19 -2.43989 27.28716 19.49098
C20 -4.60847 20.96677 18.15883
H36 -0.70651 18.93296 14.26239
H37 -4.29672 21.99703 18.02185
H38 -2.94972 26.83484 17.40217
H39 9.82518 29.16567 18.45244
H40 5.75878 23.46944 15.97590
S4 -2.79278 24.69453 19.38947
C21 0.07792 29.77954 19.84095
O14 -2.18733 19.91808 18.31680
O15 3.15539 24.31392 19.36689
H41 -0.33542 29.34795 15.49914
O16 2.60340 19.46168 14.57993
C22 -0.61834 17.06407 15.47300
C23 -0.68014 30.88991 19.54406
C24 -0.77665 25.99591 15.24954
O17 -3.07467 20.39447 16.02856
H42 -1.66804 21.95127 17.92611
H43 -1.54467 26.97647 12.16350
H44 -1.02409 16.44114 14.67368
H45 -1.34164 17.36218 16.23181
C25 -0.01057 18.27757 14.78030
H46 -0.62655 20.74105 17.24869
C26 0.67231 21.35463 14.48792
H47 -1.35916 27.13948 19.38401
H48 -2.60626 23.92890 21.71008
S5 1.89811 24.79107 20.26628
H49 -0.42087 27.26895 16.95048
H50 7.96666 23.20064 16.72449
C27 2.82017 23.53595 18.20081
C28 -0.84735 29.58863 22.04297
O18 -4.00907 23.94448 19.22139
C29 7.56687 22.39143 16.12944
C30 5.50554 21.51522 15.09610
O19 7.01774 25.14609 18.15147
S6 5.46120 21.54102 20.88881
H51 10.06142 28.08768 17.11055
C31 -0.34200 20.85350 19.36599
H52 8.23452 18.44623 21.62624
H53 -0.25534 21.59207 15.00811
C32 9.30296 28.66109 17.64321
H54 -2.33433 32.03504 20.19104
H55 1.30637 22.22686 14.34155
H56 -1.43583 25.03074 13.45072
C33 -1.20256 27.11373 13.18396
H57 4.20178 27.19048 18.25101
H58 0.77246 17.84008 14.16231
H59 0.88792 29.40499 19.22234
H60 5.67183 19.41500 14.53382
H61 -0.68048 31.33587 18.55904
H62 7.37459 21.59165 19.51082
C34 -0.58972 27.22142 15.88288
C35 -1.00330 25.92773 13.87830

Atoms 1-3, force components in eV/Å:
0.6 0.6 0.8
0.0 0.1 0.0
-0.7 0.6 -1.1

Summary:
**E**: -5189.364872 a.u.
**Relative energy (zero: lowest compared OMol25 entry of this formula, charge and spin)**: 0.0 kcal/mol
**Gap between HOMO and LUMO**: 9.48 eV
**HOMO**: -9.1 eV
**SMILES string**: CCOS(C)(=O)=O.CCOS(C)(=O)=O.CCOS(C)(=O)=O.CCOS(C)(=O)=O.CCOS(C)(=O)=O.O=S1(=O)OCCO1.c1ccccc1.c1ccccc1.c1ccccc1

***

(2)
The following is a DFT calculation (wB97M-V/def2-TZVPD) of a cluster of 5 separate species, C35H63ClFIN3O19S4 in total in a non-equilibrium geometry.

CARTESIAN COORDINATES (ANGSTROEM)
H1 5.07094 -9.95711 -7.02970
C1 -3.31502 -1.22085 -1.60704
C2 -1.06125 0.69899 3.98984
H2 1.28188 1.01563 -1.52321
O1 4.70861 -3.87010 -1.78763
C3 -1.58299 -0.56935 4.79144
O2 9.42632 -0.58468 -6.12403
H3 -1.29541 5.80275 0.69606
H4 3.65925 -0.82110 -2.44499
O3 -2.37480 5.14877 3.25061
H5 6.32750 -8.81422 -6.49500
N1 -0.19663 0.03492 1.53652
O4 -3.20169 0.25612 -2.08691
O5 5.01628 -6.31847 -4.71379
H6 1.71022 -0.33240 2.26122
C4 3.62807 -1.90942 -2.47619
O6 3.83654 -4.81284 -3.88319
O7 7.24553 0.00006 -5.22166
H7 6.19396 -10.36773 -4.62105
O8 8.17499 1.29712 -7.10326
C5 -7.75983 -0.72992 -0.18308
H8 -2.17572 8.97037 5.24372
C6 -1.64200 -2.25642 1.45295
H9 -0.31847 2.80327 2.49595
H10 -1.72709 -2.42860 0.33718
H11 -7.33385 1.75309 0.06889
H12 2.58538 -2.24393 -2.47215
S1 4.28986 -7.53663 -4.76528
O9 -8.04018 -0.30234 -1.26869
H13 6.87639 -1.56445 -6.49634
H14 -3.90774 1.81247 2.31341
C7 -0.02056 0.57486 0.14527
C8 0.39288 4.69649 -0.16933
H15 2.81053 1.58587 0.76815
H16 -1.39374 -3.30287 1.81488
H17 -6.09712 -2.10663 0.34629
H18 -7.12566 -2.69081 -1.07206
I1 -0.40853 5.25691 -2.13506
Cl1 0.91613 -2.49597 0.90212
N2 0.96872 0.35804 2.31933
C9 4.41233 -2.54487 -1.34256
O10 9.16168 1.49961 -4.82001
H19 -0.09690 1.01670 4.45029
H20 -1.33221 -1.09926 6.91394
H21 5.35748 -2.02217 -1.17410
C10 -5.56642 0.79969 1.11228
C11 -3.07985 -1.97620 1.98110
H22 -0.31790 4.87909 2.00421
H23 9.02522 -2.62484 -6.07993
H24 4.41888 -10.44962 -4.73634
C12 8.80129 -1.71991 -5.51753
H25 6.77359 -1.97792 -4.76793
C13 -2.67054 3.31802 0.25745
H26 -1.74206 8.40198 3.61330
H27 -4.50339 8.31907 4.94578
C14 -3.85150 8.22090 4.07415
C15 -0.65354 -0.73231 6.08679
C16 2.76732 0.75117 0.01545
H28 -7.73553 -2.81246 0.62288
S2 4.80244 -3.89460 -3.40207
H29 -0.66417 0.26745 -2.02419
H30 -5.30967 0.43396 0.06974
H31 -2.85541 -1.75323 -2.47079
H32 -3.59260 -2.94810 2.24718
H33 -1.76715 1.51030 4.36519
H34 1.52800 -0.64381 -1.03833
C17 -0.36008 -1.43506 1.75783
H35 -2.46371 3.59270 -0.81927
H36 -0.25212 0.25291 6.44800
C18 1.30671 -2.61977 5.87716
S3 8.54038 0.73782 -5.84765
H37 -5.40496 2.76481 2.03562
H38 -2.61436 -0.38754 5.22016
O11 5.14903 -8.67814 -4.00592
O12 6.18009 -3.93681 -3.77789
N3 -1.61958 2.44644 0.73249
H39 0.28488 6.39612 1.26880
C19 -0.83241 -0.20370 -1.01559
C20 -4.67643 2.05361 1.53940
C21 0.71304 3.17101 -0.00747
O13 -2.13185 6.90898 4.96949
H40 -7.44038 1.84639 1.86123
H41 -0.58762 -1.28275 -1.11059
O14 2.93494 -7.64032 -4.34322
H42 9.18915 -1.82008 -4.50063
C22 -0.46870 2.11870 -0.09662
H43 -5.43782 -0.09361 1.78277
C23 -1.27662 2.34315 2.12679
H44 -3.23167 -1.29465 2.84979
S4 -3.11483 5.85656 4.24534
C24 -4.16223 2.75802 0.22558
O15 -3.87431 5.19294 5.24659
O16 -7.91697 -0.01690 0.99954
H45 -2.09795 2.82563 2.72984
C25 0.42483 -1.81183 5.90425
C26 -7.10947 1.18394 1.02127
C27 5.29402 -9.80776 -4.86898
H46 1.41840 5.17361 -0.23010
O17 -4.06668 6.92531 3.50363
H47 1.27039 1.31576 2.17324
H48 -0.04002 -1.62321 2.82602
C28 -7.13755 -2.16844 -0.08338
H49 -4.81693 3.66686 0.05674
H50 -2.89718 0.32223 0.15045
F1 3.39750 -0.44203 0.51723
C29 5.34018 -9.22531 -6.26946
C30 -1.22639 0.75522 2.43444
H51 1.50569 3.00572 -0.80088
C31 1.39222 0.38537 -0.58768
H52 -4.08926 9.00269 3.35537
H53 2.02878 -3.45352 5.75920
H54 3.84536 -2.57368 -0.41461
H55 1.29009 3.07592 0.96775
C32 -2.38954 8.22820 4.47645
H56 3.45301 1.09258 -0.81889
H57 -2.73522 4.24257 0.90874
O18 4.40076 -8.14841 -6.25818
H58 -3.71100 -1.55550 1.14072
H59 -2.28580 0.47668 2.22352
C33 -2.47084 -0.05234 -0.85253
C34 -0.28696 5.44461 1.04311
H60 -1.65546 -1.52246 4.21862
H61 -4.37363 -1.36778 -1.26491
O19 4.24196 -2.39533 -3.66664
H62 -4.28945 2.14570 -0.71651
H63 -0.82669 2.20011 -1.16899
C35 7.32020 -1.39939 -5.51067

Atoms 1-3, force components in eV/Å:
-0.2 0.2 0.0
0.6 4.4 -0.2
-1.2 -0.3 1.1

Summary:
**E**: -5415.036415 a.u.
**Net charge**: +1
**Gap between HOMO and LUMO**: 9.14 eV
**HOMO**: -11.3 eV

***

Q: What is the formula in the second record?
A: C35H63ClFIN3O19S4

***

Q: What is the gap between HOMO and LUMO in the second record?
A: 9.14 eV

***

Q: Among the records above, which one has the highest E?
A: C35H62O19S6